#1
The following is a DFT calculation (ωB97M-V/def2-TZVPD) of a molecular structure, C33H27Cl5CrN2O2P2.

```
! wB97M-V def2-TZVPD RIJCOSX def2/J DEFGRID3
* xyz 0 5
Cr -0.56465 0.67891 -0.32181
Cl -3.22375 1.98158 -0.33981
C -3.09266 0.96126 1.10550
C -1.90348 0.27472 1.27277
C -1.81386 -0.47047 2.42880
Cl -0.29470 -1.27682 2.76483
C -2.86448 -0.61040 3.33275
Cl -2.71922 -1.61713 4.72427
C -4.05898 0.07311 3.09835
Cl -5.38291 -0.08011 4.18686
C -4.17489 0.89223 1.97452
Cl -5.62967 1.76337 1.66932
N 0.39145 2.17420 0.91302
C 1.15513 3.11971 0.06894
C 1.32786 2.59410 -1.35829
O 2.11037 3.14316 -2.10282
O 0.56697 1.58590 -1.65837
H -0.24383 2.65000 1.54417
H 1.01733 1.63437 1.50582
H 2.13828 3.33833 0.48367
H 0.60299 4.05741 0.00224
C 0.57667 -2.88550 -3.08971
N 0.23404 -2.19252 -1.84287
P -1.18784 -1.27313 -1.63822
C -1.95993 -1.19087 -3.26781
C -2.63410 -2.27072 -3.83778
C -3.18830 -2.14807 -5.10022
C -3.08051 -0.94849 -5.79666
C -2.41706 0.12972 -5.23224
C -1.85726 0.00914 -3.96659
C -2.32372 -2.31589 -0.67245
C -1.88193 -3.43866 0.01134
C -2.73093 -4.09648 0.89588
C -4.02013 -3.63209 1.09700
C -4.47531 -2.51814 0.39592
C -3.63146 -1.86403 -0.48368
P 1.40388 -1.72847 -0.67489
C 2.16298 -3.32273 -0.22028
C 1.66040 -3.95837 0.91485
C 2.13151 -5.20765 1.29428
C 3.12103 -5.82858 0.54567
C 3.64944 -5.19140 -0.56970
C 3.17661 -3.94403 -0.94836
C 2.74935 -0.90886 -1.58719
C 3.97269 -0.75103 -0.93051
C 5.00200 -0.03722 -1.52035
C 4.81669 0.54478 -2.76884
C 3.59957 0.41296 -3.41527
C 2.57129 -0.31188 -2.82840
H -0.06102 -3.75975 -3.23833
H 1.60787 -3.23026 -3.02676
H 0.48120 -2.23881 -3.96204
H -2.73420 -3.19951 -3.28875
H -3.71109 -2.98597 -5.54268
H -3.52294 -0.85548 -6.77984
H -2.33529 1.06375 -5.77170
H -1.33256 0.84786 -3.51967
H -0.87245 -3.80005 -0.14264
H -2.37636 -4.96600 1.43426
H -4.67431 -4.13396 1.79784
H -5.48472 -2.15703 0.54551
H -3.98632 -0.98486 -1.01240
H 0.90386 -3.46326 1.51197
H 1.73198 -5.68945 2.17707
H 3.48802 -6.80458 0.83560
H 4.43505 -5.66516 -1.14395
H 3.61459 -3.44150 -1.80307
H 4.12349 -1.19377 0.04867
H 5.94786 0.07040 -1.00531
H 5.61426 1.11494 -3.22607
H 3.43509 0.89669 -4.36841
H 1.61302 -0.36560 -3.32711
*
```

Its gap between HOMO and LUMO (spin up / spin down) is 8.03 / 8.71 eV. The value obtained for the HOMO energy (spin up / spin down) is -0.2858 / -0.3113 hartree. The molar mass is 774.8 Da.

Table of Mulliken atomic charges, one value per atom, all in e:
1 Cr -0.01
2 Cl -0.19
3 C 0.97
4 C -1.70
5 C 0.85
6 Cl -0.22
7 C 0.11
8 Cl -0.20
9 C 0.52
10 Cl -0.19
11 C -0.17
12 Cl -0.19
13 N -0.39
14 C -0.57
15 C 0.53
16 O -0.68
17 O -0.16
18 H 0.29
19 H 0.20
20 H 0.37
21 H 0.31
22 C -1.01
23 N 0.37
24 P 0.54
25 C -0.21
26 C -0.34
27 C -0.69
28 C -0.51
29 C -0.62
30 C -0.22
31 C 0.61
32 C -0.70
33 C -0.62
34 C -0.71
35 C -0.64
36 C -0.44
37 P 1.18
38 C 0.58
39 C -0.28
40 C -0.78
41 C -0.50
42 C -0.77
43 C -0.42
44 C 0.82
45 C -0.81
46 C -0.66
47 C -0.59
48 C -0.43
49 C -0.38
50 H 0.21
51 H 0.38
52 H 0.43
53 H 0.45
54 H 0.41
55 H 0.38
56 H 0.45
57 H 0.40
58 H 0.47
59 H 0.44
60 H 0.41
61 H 0.47
62 H 0.51
63 H 0.15
64 H 0.45
65 H 0.38
66 H 0.41
67 H 0.38
68 H 0.46
69 H 0.40
70 H 0.37
71 H 0.41
72 H -0.08

---

#2
The following is a DFT calculation (ωB97M-V/def2-TZVPD) of a molecular structure, C33H27Cl5CrN2O2P2.

```
! wB97M-V def2-TZVPD RIJCOSX def2/J DEFGRID3
* xyz 0 5
Cr 0.16544 0.88987 0.33052
Cl -0.09668 3.50542 -1.29128
C 1.14288 3.66364 -0.05915
C 1.34290 2.56888 0.76868
C 2.27701 2.75111 1.77120
Cl 2.51888 1.43540 2.90715
C 3.02769 3.91507 1.92494
Cl 4.19402 4.06504 3.18132
C 2.82275 4.96749 1.03288
Cl 3.74422 6.41270 1.17440
C 1.85896 4.85022 0.02990
Cl 1.58471 6.14320 -1.06934
N -1.08683 1.15847 2.06638
C -1.75664 -0.14338 2.28564
C -2.05566 -0.81449 0.93829
O -2.95456 -1.61847 0.84702
O -1.23048 -0.46860 -0.00951
H -0.57679 1.46230 2.88925
H -1.78252 1.87408 1.87770
H -2.66682 -0.06223 2.87745
H -1.05964 -0.79259 2.81963
C -0.51425 0.20538 -3.28054
N 0.52027 -0.74802 -2.78285
P 1.46733 0.03071 -1.59715
C 2.41058 1.25049 -2.59283
C 2.35779 1.29994 -3.98101
C 3.14487 2.20578 -4.67971
C 3.99478 3.06346 -3.99852
C 4.06694 3.00491 -2.61301
C 3.28228 2.10113 -1.91561
C 2.87169 -1.03975 -1.16821
C 3.30652 -1.03159 0.15122
C 4.48253 -1.67955 0.50651
C 5.22111 -2.34268 -0.45949
C 4.78767 -2.35492 -1.78075
C 3.62333 -1.69870 -2.13731
P -0.29001 -2.32433 -2.72664
C 0.22779 -2.95260 -4.37185
C 1.26166 -2.42902 -5.13994
C 1.56960 -2.97642 -6.37873
C 0.84852 -4.05870 -6.86111
C -0.19201 -4.58447 -6.10594
C -0.50681 -4.02525 -4.87719
C 0.72794 -3.38768 -1.63650
C 0.42224 -3.37816 -0.27563
C 1.08889 -4.21115 0.60772
C 2.04738 -5.09793 0.13607
C 2.32785 -5.14742 -1.22113
C 1.67432 -4.29740 -2.10172
H -0.11679 1.21952 -3.32425
H -1.39922 0.19473 -2.63973
H -0.80206 -0.08022 -4.29426
H 1.69693 0.63501 -4.52157
H 3.08948 2.24039 -5.76028
H 4.60328 3.77248 -4.54457
H 4.73601 3.66331 -2.07355
H 3.36123 2.05112 -0.83602
H 2.73251 -0.51052 0.90967
H 4.81603 -1.66392 1.53610
H 6.13636 -2.85233 -0.18699
H 5.36330 -2.87523 -2.53569
H 3.29582 -1.69501 -3.16942
H 1.82431 -1.58372 -4.76507
H 2.37566 -2.55580 -6.96707
H 1.08868 -4.48548 -7.82634
H -0.76627 -5.42213 -6.48032
H -1.33320 -4.42616 -4.29960
H -0.35238 -2.71361 0.08466
H 0.84887 -4.18042 1.66323
H 2.56293 -5.75743 0.82259
H 3.06407 -5.84594 -1.59875
H 1.91584 -4.34142 -3.15601
*
```

Its gap between HOMO and LUMO (spin up / spin down) is 8.17 / 8.11 eV. The value obtained for the HOMO energy (spin up / spin down) is -0.2966 / -0.2964 hartree. The molar mass is 774.8 Da.

Table of Mulliken atomic charges, one value per atom, all in e:
1 Cr -0.29
2 Cl -0.18
3 C 1.01
4 C -1.49
5 C 1.05
6 Cl -0.17
7 C -0.16
8 Cl -0.19
9 C 0.53
10 Cl -0.19
11 C -0.28
12 Cl -0.19
13 N -0.47
14 C -0.57
15 C 0.67
16 O -0.67
17 O 0.06
18 H 0.24
19 H 0.24
20 H 0.35
21 H 0.23
22 C -1.50
23 N 0.80
24 P 0.33
25 C 1.03
26 C -0.01
27 C -0.82
28 C -0.75
29 C -0.67
30 C -0.83
31 C 0.84
32 C -0.08
33 C -0.63
34 C -0.64
35 C -0.73
36 C -0.23
37 P -0.54
38 C 0.50
39 C 0.36
40 C -0.90
41 C -0.49
42 C -0.65
43 C -0.46
44 C 0.28
45 C -0.29
46 C -0.65
47 C -0.52
48 C -0.62
49 C -0.15
50 H 0.58
51 H 0.15
52 H 0.42
53 H 0.22
54 H 0.46
55 H 0.39
56 H 0.48
57 H 0.51
58 H 0.01
59 H 0.47
60 H 0.39
61 H 0.46
62 H 0.18
63 H 0.01
64 H 0.44
65 H 0.38
66 H 0.42
67 H 0.41
68 H 0.53
69 H 0.45
70 H 0.40
71 H 0.40
72 H 0.33

---

Which of them is the most stable? Correct choice: #1.